# 1
# C17H13FN4

The molecule C17H13FN4 in a non-equilibrium geometry (the ωB97M-V functional and the def2-TZVPD basis, the OMol25 dataset).

HOMO = -0.29164 Eh
Structure (SMILES) = Cn1c2ccccc2c2nnc(N)c(-c3ccccc3F)c21
E = -974.43847 Ha
Relative energy (zero: lowest compared OMol25 entry of this formula, charge and spin) = 157.6 kJ/mol
Net charge = 0
Kohn-Sham gap = 8.341 eV

Geometry as XYZ:
```
35
Properties=species:S:1:pos:R:3:forces:R:3
N 2.2230 2.3971 2.0616 1.6 0.4 -0.4
C 0.8229 1.0059 0.6287 -0.9 -1.0 1.2
C 2.8235 0.3903 -0.6665 0.2 0.9 -0.8
C 3.4455 0.3648 -1.8952 3.2 -2.4 1.7
C -4.0373 -2.5335 0.7040 1.1 1.3 -0.5
C -2.0785 -0.8930 1.5807 -0.2 0.2 -2.1
C 3.1113 1.1609 -2.9392 -1.9 0.2 0.6
H -0.3616 -0.3563 -2.4323 0.0 -0.3 0.0
N -0.9001 -0.5980 -0.4261 -1.0 -0.2 1.0
H 0.5739 -1.4800 -1.6058 3.7 -1.2 0.7
N -0.6593 0.4641 2.9724 1.3 1.9 0.1
C -2.0513 -1.1528 0.1670 -1.6 -1.2 1.8
C 1.9724 1.9368 -2.8397 -1.0 0.8 0.4
C -0.3712 -1.1629 -1.6833 -1.5 4.8 0.4
H -0.9336 -1.9227 -2.0609 -2.0 -2.1 -0.5
H 2.9233 2.3086 1.2850 -1.0 0.3 1.4
H 0.2937 2.5230 -1.5988 -0.1 -0.2 0.5
H -4.5445 -2.5492 2.9636 -0.5 -0.3 -1.7
H 2.6064 2.7868 2.9789 -1.3 -1.3 -1.9
F 3.3497 -0.2212 0.4205 -0.4 -0.1 -0.7
H 3.5798 1.1500 -3.8674 1.2 -0.2 -1.2
H 1.8148 2.5652 -3.7580 -0.6 -0.5 1.3
C -1.0265 -0.0087 1.8138 2.1 0.9 0.7
N 0.4196 1.3392 3.0196 -1.7 -1.7 0.4
H -4.6434 -3.2805 0.2861 -1.2 -0.8 -0.2
C -3.0089 -1.3152 2.4593 -1.4 -0.8 -0.3
C -0.3057 0.1777 0.6105 1.4 0.4 -1.4
C 1.1764 1.9017 -1.6335 2.6 0.0 -2.2
C -3.1401 -1.9454 -0.2460 0.6 -0.6 -1.1
C 1.1225 1.5447 1.9338 0.7 0.6 -0.5
H -2.9276 -1.0263 3.4819 0.1 0.2 0.6
H -3.2586 -2.2432 -1.3248 0.1 0.3 1.2
H 4.3431 -0.3076 -1.8719 -0.7 0.7 -0.6
C -4.0457 -2.1708 2.0394 1.5 0.2 1.6
C 1.6920 1.1506 -0.5571 -2.5 0.6 0.4
```
Positions in Å, forces in eV/Å.

natural (NBO) analysis output, partial charges in e: -0.829, -0.139, 0.391, -0.262, -0.196, -0.116, -0.217, 0.202, -0.382, 0.202, -0.171, 0.191, -0.202, -0.380, 0.214, 0.388, 0.236, 0.229, 0.421, -0.312, 0.221, 0.223, 0.092, -0.297, 0.213, -0.147, 0.215, -0.179, -0.262, 0.368, 0.226, 0.209, 0.229, -0.246, -0.131

---

# 2
# C11H18O

A cluster of 2 separate species, C11H18O in total in a non-equilibrium geometry (the ωB97M-V functional and the def2-TZVPD basis, the OMol25 dataset).

HOMO = -0.31349 Eh
Structure (SMILES) = C#CC(=C)CC.C/C=C/OCC
E = -505.03953 Ha
Relative energy (zero: lowest compared OMol25 entry of this formula, charge and spin) = 370.5 kJ/mol
Net charge = 0
Kohn-Sham gap = 9.375 eV

Geometry as XYZ:
```
30
Properties=species:S:1:pos:R:3:forces:R:3
C 0.3356 -2.3362 -1.3665 0.9 -0.2 0.2
H -0.0481 -1.4254 -0.9056 0.1 -0.2 -0.2
H -1.2087 0.8564 -0.8492 0.0 0.0 0.1
H -0.0308 -1.2503 1.2465 0.1 -0.2 0.0
H 0.9336 1.5611 0.3974 0.0 -0.2 0.0
H 0.8664 0.0270 1.9843 0.3 0.2 -0.1
C -1.7367 2.0000 0.8624 -0.1 -0.6 0.3
H 3.0060 -0.9222 1.0910 -0.1 0.0 -0.2
H -1.4349 -2.8059 -2.5299 0.3 -0.2 0.1
H 1.9457 -0.4565 -0.2592 -0.1 -0.7 0.5
C 0.4489 2.1717 -0.3587 0.1 0.7 -0.2
H 0.9580 2.0250 -1.3175 -0.1 -0.1 0.1
H 1.1676 -1.6076 2.5242 -0.1 0.0 -0.4
H -1.4990 2.5429 -1.1829 -0.2 0.4 -0.3
O 2.2292 -2.5039 0.1547 -0.2 0.1 -0.3
H -2.3073 -0.0412 0.9103 0.2 0.1 0.0
C -1.6634 3.3230 1.4537 0.5 1.5 0.1
C -2.2492 0.9047 1.4389 -0.2 0.7 0.3
C -1.4229 4.4919 1.7164 0.1 -1.3 -0.6
H -2.6481 0.9361 2.4430 -0.1 0.0 0.0
H -1.0471 5.5071 1.8239 -0.6 -0.8 0.2
C 0.9566 -0.9990 1.6324 -0.3 -0.2 0.3
C -1.0547 1.8673 -0.4703 0.6 0.1 0.0
H -0.0683 -2.3204 -3.5199 0.0 -0.3 0.6
H 1.8279 -3.8623 -1.2578 -0.1 0.0 -0.1
C 1.4423 -2.9248 -0.8722 -0.8 0.4 0.0
C 2.0577 -1.1680 0.5986 0.4 0.9 0.2
H -0.0422 -3.9352 -2.7310 -0.3 0.4 -0.1
C -0.3392 -2.8795 -2.5968 -0.1 0.0 -0.3
H 0.6253 3.2242 -0.0600 -0.2 -0.5 -0.2
```
Positions in Å, forces in eV/Å.

natural (NBO) analysis output, partial charges in e: -0.326, 0.197, 0.205, 0.209, 0.203, 0.219, -0.081, 0.190, 0.210, 0.180, -0.606, 0.213, 0.217, 0.214, -0.501, 0.199, -0.040, -0.346, -0.216, 0.205, 0.245, -0.643, -0.412, 0.210, 0.182, 0.151, -0.077, 0.212, -0.629, 0.216

---

# 3
# C15H39FO7SSi2

A structure of composition C15H39FO7SSi2 (the ωB97M-V functional and the def2-TZVPD basis, the OMol25 dataset).

HOMO = -0.33051 Eh
E = -2198.64624 Ha
Relative energy (zero: lowest compared OMol25 entry of this formula, charge and spin) = 11.6 kJ/mol
Net charge = 0
Kohn-Sham gap = 9.765 eV

Geometry as XYZ:
```
65
Properties=species:S:1:pos:R:3:forces:R:3
C 0.1286 0.6230 5.4085 0.1 0.0 -0.2
H -1.5133 1.8888 -6.5609 0.0 0.1 0.0
H -0.1758 4.2242 7.6109 0.0 0.0 0.0
H 2.3867 -0.5712 0.3688 0.0 0.1 0.0
C -2.5612 -0.0071 2.8544 -0.1 0.0 0.0
H -2.3595 -1.0500 -1.2243 0.0 0.0 -0.1
H 1.1293 0.2397 -2.6296 0.0 0.0 0.0
O -0.7294 2.7073 6.2970 -0.1 -0.1 0.0
H -2.6003 -1.4132 4.8267 0.0 0.0 0.0
H 0.4902 -2.0869 0.9363 0.0 0.0 -0.1
H -1.1069 0.8449 -7.9256 0.0 0.0 -0.1
C -0.8521 1.0922 -6.8988 0.1 0.0 0.0
C 1.8053 -0.6223 -2.5636 0.1 0.0 0.0
H -2.4235 -3.0266 0.2003 0.0 0.0 0.0
H 0.5679 1.5426 -4.6486 0.0 0.0 0.0
H 3.2148 1.8356 -3.8831 0.0 0.0 0.0
H -2.1718 0.9126 6.7557 0.0 0.0 -0.1
C -0.8278 3.3452 7.5478 0.1 0.1 0.0
Si 4.2293 0.1514 -6.2827 0.2 0.0 -0.3
F 3.0298 -0.7735 -5.7506 -0.1 -0.1 0.1
H 0.0259 -0.6347 -5.4964 0.1 0.0 0.0
Si 2.7855 2.4232 -5.1776 0.1 0.2 0.1
C 0.6052 1.5264 -6.8108 -0.1 0.0 0.0
S -1.2268 -0.3687 -5.8782 -0.2 -0.1 0.2
H 2.8381 -0.2684 -2.6603 0.0 0.0 0.0
H -0.5748 2.6628 8.3664 0.0 0.0 0.0
O -0.5790 -3.7404 -0.4113 0.1 0.2 0.1
H 0.3877 -0.4490 1.5953 0.0 0.0 0.0
C -2.8319 -0.4029 5.1829 -0.2 0.0 0.0
H 1.2600 0.5030 -0.4841 0.0 0.0 0.0
C 1.4556 -0.5414 -0.2137 0.2 0.1 0.0
C 0.9575 2.1592 -5.4615 0.1 0.0 -0.1
H -1.2588 -5.5594 0.3383 0.0 0.0 0.0
H 1.0915 0.1433 5.2136 0.0 0.0 -0.1
H -3.8812 -0.3914 5.5095 0.0 -0.1 0.0
H -0.7375 -1.4460 -1.7976 0.0 -0.1 0.1
H -0.3552 0.8195 4.4483 -0.1 0.0 0.1
C -1.9715 -0.0956 6.3847 -0.1 0.0 0.1
H -1.9239 -0.8971 2.8383 0.0 0.0 0.0
H -1.1858 -4.2245 1.5139 0.0 0.0 0.0
H 1.2337 0.6596 -7.0196 0.0 0.0 0.0
C -1.7421 -2.9760 -0.6570 -0.1 -0.2 -0.1
H 0.8018 2.2408 -7.6118 0.0 0.1 0.0
H -2.2533 -0.8072 7.1651 0.0 0.0 0.0
O -0.9606 -0.7964 0.1722 -0.1 0.1 0.1
C 0.3394 -1.0366 0.6738 0.1 0.0 0.1
H -3.5487 -0.2748 2.4606 0.0 0.0 0.0
C 0.4301 1.9166 6.1256 0.2 0.2 0.0
O 1.5986 -1.3394 -1.3709 -0.2 -0.1 0.0
O -2.6450 0.5428 4.1508 0.1 0.0 0.0
H 0.4678 3.1334 -5.3947 -0.1 0.0 0.1
H 1.5928 -1.2957 -3.3915 0.0 0.0 0.0
O -0.5903 -0.3182 6.1784 0.1 -0.1 0.1
H 3.1353 3.8570 -5.1714 0.0 0.0 -0.1
C -0.6958 -4.6684 0.6398 0.0 -0.1 0.0
H -2.2691 -3.3798 -1.5322 -0.1 0.0 0.0
O 3.6822 1.6836 -6.3718 -0.1 -0.1 0.2
H -1.8606 3.6682 7.6680 0.0 0.0 0.0
H -2.1184 0.7415 2.2014 0.0 0.0 0.0
H 0.8907 1.6926 7.0947 0.0 0.0 0.0
H 1.1640 2.4684 5.5218 0.0 0.0 0.1
H 5.3311 0.0365 -5.3165 0.0 0.0 0.0
C -1.4181 -1.5308 -0.9472 -0.1 0.0 -0.1
H 0.3117 -4.9712 0.9201 0.0 0.0 0.0
H 4.5817 -0.3213 -7.6261 0.0 0.0 0.0
```
Positions in Å, forces in eV/Å.

natural (NBO) analysis output, partial charges in e: -0.088, 0.212, 0.167, 0.174, -0.247, 0.188, 0.161, -0.549, 0.170, 0.188, 0.217, -0.503, -0.248, 0.169, 0.244, -0.220, 0.189, -0.246, 1.761, -0.659, 0.120, 1.455, -0.397, -0.054, 0.170, 0.166, -0.548, 0.185, -0.088, 0.171, -0.090, -0.907, 0.168, 0.184, 0.171, 0.187, 0.192, -0.087, 0.166, 0.164, 0.207, -0.090, 0.214, 0.185, -0.548, -0.084, 0.166, -0.089, -0.548, -0.554, 0.240, 0.196, -0.542, -0.203, -0.247, 0.175, -1.250, 0.192, 0.199, 0.171, 0.171, -0.243, -0.083, 0.192, -0.237